Record 1
ORCA calculation (ωB97M-V with the def2-TZVPD basis set) on a 12-piece molecular cluster, C30H90N18O12 overall.

ORCA input file:
```
! RIJCOSX wB97M-V def2-TZVPD def2/J DEFGRID3
* xyz 0 1
C 5.331 0.224 -3.077
O 5.018 -1.109 -2.862
C 5.769 -1.837 -1.901
C 5.208 -3.183 -1.438
C 3.986 -3.015 -0.517
N 6.261 -3.928 -0.759
H 4.439 0.710 -3.473
H 6.268 0.420 -3.597
H 5.564 0.671 -2.110
H 6.743 -1.983 -2.369
H 6.007 -1.306 -0.980
H 4.900 -3.798 -2.284
H 3.473 -3.975 -0.466
H 3.518 -2.164 -1.011
H 4.265 -2.633 0.465
H 5.951 -4.840 -0.458
H 7.039 -3.998 -1.400
C -4.209 -5.978 -6.452
O -4.311 -5.410 -5.149
C -3.268 -5.537 -4.205
C -1.859 -4.922 -4.705
C -0.957 -4.573 -3.522
N -2.212 -3.669 -5.409
H -4.607 -6.991 -6.513
H -3.179 -6.059 -6.799
H -4.584 -5.428 -7.314
H -3.621 -5.004 -3.321
H -3.212 -6.514 -3.725
H -1.484 -5.653 -5.421
H -0.574 -5.432 -2.972
H -1.471 -3.970 -2.773
H -0.133 -3.947 -3.866
H -3.141 -3.875 -5.750
H -2.612 -3.025 -4.741
C -3.761 -0.195 -0.292
O -3.153 -0.607 -1.472
C -3.902 0.092 -2.453
C -3.637 -0.568 -3.877
C -4.406 0.006 -5.049
N -3.717 -1.987 -3.715
H -4.846 -0.295 -0.257
H -3.748 0.887 -0.158
H -3.498 -0.664 0.655
H -4.971 0.045 -2.247
H -3.666 1.151 -2.349
H -2.631 -0.661 -4.285
H -4.376 -0.704 -5.876
H -4.155 1.043 -5.272
H -5.466 -0.023 -4.798
H -3.279 -2.122 -2.815
H -4.641 -2.333 -3.500
C 4.513 1.368 3.550
O 3.850 2.466 4.151
C 4.227 2.840 5.469
C 3.203 3.867 6.118
C 3.840 4.649 7.384
N 1.972 3.222 6.610
H 4.284 0.483 4.143
H 5.591 1.527 3.532
H 4.148 0.848 2.664
H 4.218 1.984 6.143
H 5.190 3.351 5.434
H 2.910 4.597 5.363
H 3.135 5.284 7.920
H 4.691 5.274 7.115
H 4.296 3.933 8.068
H 1.618 3.932 7.234
H 1.482 3.109 5.734
C -1.267 4.515 -3.628
O -0.375 3.560 -4.051
C -0.762 2.212 -4.469
C 0.254 1.623 -5.518
C 0.038 0.167 -5.672
N 1.597 1.855 -4.984
H -2.052 4.030 -3.048
H -1.794 4.767 -4.549
H -0.805 5.255 -2.975
H -1.036 1.552 -3.646
H -1.677 2.219 -5.061
H 0.003 2.177 -6.422
H 0.762 -0.158 -6.420
H -0.972 0.019 -6.053
H 0.349 -0.471 -4.844
H 1.583 2.840 -4.763
H 1.723 1.560 -4.026
C -4.502 -2.765 1.669
O -3.561 -3.065 2.694
C -2.571 -4.024 2.238
C -1.916 -4.607 3.555
C -2.917 -5.176 4.565
N -1.145 -3.603 4.265
H -4.825 -1.769 1.973
H -5.182 -3.601 1.509
H -3.984 -2.616 0.721
H -2.961 -4.894 1.709
H -1.876 -3.550 1.545
H -1.150 -5.359 3.365
H -3.585 -4.333 4.744
H -2.559 -5.583 5.510
H -3.433 -6.008 4.087
H -1.526 -2.716 3.966
H -1.188 -3.645 5.273
N 2.481 1.882 -1.739
C 3.369 2.881 -1.392
N 2.681 3.926 -0.950
O 4.586 2.772 -1.487
H 2.930 1.099 -2.193
H 1.497 2.092 -1.658
H 1.693 3.823 -0.770
H 3.280 4.589 -0.478
N 0.799 0.903 0.876
C 0.023 0.459 -0.043
N -0.697 -0.543 0.333
O -0.109 1.026 -1.102
H 0.973 0.318 1.681
H 1.191 1.807 0.653
H -0.756 -0.791 1.310
H -1.443 -0.766 -0.310
N -1.971 3.425 -0.276
C -1.173 4.225 0.392
N -1.848 5.256 0.736
O 0.049 4.178 0.428
H -2.939 3.677 -0.141
H -1.665 2.480 -0.463
H -1.287 6.000 1.125
H -2.807 5.327 0.428
N -3.483 0.613 3.921
C -3.766 1.637 3.224
N -3.109 2.634 3.665
O -4.611 1.649 2.316
H -4.010 -0.218 3.692
H -2.847 0.612 4.705
H -2.650 2.597 4.564
H -3.052 3.471 3.104
N 0.767 -1.761 5.342
C 0.854 -0.515 4.912
N 1.680 0.098 5.661
O 0.355 -0.040 3.894
H 1.030 -2.115 6.250
H 0.010 -2.211 4.848
H 2.136 -0.480 6.351
H 2.051 0.996 5.384
N 2.031 4.334 2.532
C 2.854 5.317 2.586
N 3.902 4.917 3.163
O 2.721 6.459 2.202
H 1.251 4.581 1.941
H 2.218 3.422 2.925
H 3.826 3.923 3.325
H 4.674 5.559 3.276
*
```

Highest occupied orbital energy: -8.38 eV
E: -3085.355002 a.u.
Energy relative to the best compared isomer or geometry (same formula, charge and spin): 8.847 eV
Structure (SMILES): COC[C@H](C)N.COC[C@H](C)N.COC[C@H](C)N.COC[C@H](C)N.COC[C@H](C)N.COC[C@H](C)N.NC(N)=O.NC(N)=O.NC(N)=O.NC(N)=O.NC(N)=O.NC(N)=O
HOMO-LUMO gap: 8.36 eV


Record 2
ORCA calculation (ωB97M-V with the def2-TZVPD basis set) on a 12-piece molecular cluster, C30H90N6O12 overall.

ORCA input file:
```
! RIJCOSX wB97M-V def2-TZVPD def2/J DEFGRID3
* xyz 0 1
C 1.888 -1.502 -0.564
O 3.167 -2.047 -0.808
C 3.908 -2.297 0.347
C 5.380 -1.967 0.224
C 6.160 -2.989 -0.594
N 5.976 -1.761 1.580
H 1.332 -1.341 -1.486
H 1.883 -0.544 -0.036
H 1.304 -2.254 -0.023
H 3.540 -1.817 1.261
H 3.847 -3.361 0.629
H 5.455 -0.998 -0.284
H 5.865 -4.031 -0.464
H 7.242 -2.948 -0.417
H 6.165 -2.742 -1.662
H 5.614 -2.541 2.138
H 6.953 -2.005 1.465
C -5.882 4.611 -0.725
O -4.816 3.708 -0.480
C -4.858 2.551 -1.304
C -5.921 1.502 -0.976
C -5.636 0.877 0.386
N -5.938 0.513 -2.038
H -6.788 4.220 -0.243
H -6.089 4.757 -1.786
H -5.660 5.514 -0.159
H -5.064 2.904 -2.328
H -3.829 2.192 -1.318
H -6.903 1.984 -0.875
H -6.236 -0.030 0.559
H -6.122 1.408 1.213
H -4.592 0.654 0.592
H -6.722 -0.111 -1.904
H -5.993 0.925 -2.960
C -1.102 3.836 0.176
O -0.730 5.211 0.369
C -1.821 6.093 0.354
C -2.505 6.245 -1.004
C -1.534 6.464 -2.183
N -3.470 7.318 -1.027
H -1.720 3.743 -0.715
H -1.574 3.527 1.114
H -0.144 3.324 0.099
H -2.537 5.880 1.156
H -1.444 7.091 0.603
H -2.937 5.247 -1.195
H -0.782 5.681 -2.261
H -1.026 7.424 -2.068
H -2.156 6.556 -3.074
H -4.090 7.373 -0.231
H -4.002 7.295 -1.884
C 0.645 2.186 -2.843
O 1.435 2.143 -1.678
C 2.826 2.224 -1.952
C 3.535 2.460 -0.627
C 2.983 3.692 0.139
N 4.995 2.621 -0.863
H -0.428 2.206 -2.679
H 0.983 1.349 -3.469
H 0.849 3.063 -3.478
H 3.203 1.321 -2.444
H 2.990 3.085 -2.610
H 3.462 1.607 0.049
H 3.855 4.070 0.670
H 2.140 3.419 0.762
H 2.682 4.444 -0.593
H 5.189 3.466 -1.394
H 5.236 1.848 -1.481
C 4.073 -4.587 3.437
O 2.785 -4.880 3.948
C 1.815 -4.078 3.281
C 0.624 -3.958 4.220
C -0.487 -3.010 3.768
N 1.125 -3.403 5.500
H 4.800 -5.295 3.824
H 4.340 -3.557 3.702
H 4.077 -4.617 2.341
H 2.208 -3.068 3.120
H 1.534 -4.537 2.332
H 0.195 -4.954 4.396
H -0.015 -2.040 3.611
H -1.349 -2.972 4.432
H -0.910 -3.333 2.809
H 1.934 -3.967 5.758
H 0.424 -3.600 6.209
C 0.481 -3.595 -3.397
O 1.306 -3.875 -4.536
C 1.413 -5.263 -4.747
C 2.449 -5.482 -5.859
C 2.207 -4.626 -7.107
N 2.483 -6.908 -6.236
H 0.810 -4.164 -2.528
H -0.540 -3.923 -3.620
H 0.534 -2.514 -3.320
H 1.806 -5.756 -3.857
H 0.483 -5.709 -5.116
H 3.430 -5.296 -5.416
H 2.193 -3.568 -6.834
H 1.212 -4.833 -7.516
H 2.894 -4.869 -7.916
H 3.150 -7.020 -6.994
H 1.617 -7.172 -6.706
C -1.278 0.684 -0.287
C -1.554 -0.809 -0.391
O -1.274 -1.473 0.834
H -1.559 1.139 0.665
H -1.802 1.204 -1.090
H -0.211 0.910 -0.351
H -1.007 -1.254 -1.219
H -2.615 -1.025 -0.574
H -1.662 -1.069 1.630
C 1.375 0.508 2.868
C 2.666 0.006 3.512
O 3.495 1.107 3.857
H 1.520 1.327 2.160
H 0.763 0.933 3.666
H 0.883 -0.305 2.332
H 3.154 -0.691 2.827
H 2.423 -0.605 4.387
H 4.395 0.886 3.601
C -3.073 3.838 3.821
C -3.870 2.723 3.143
O -4.138 1.701 4.115
H -2.106 3.453 4.145
H -3.614 4.218 4.687
H -2.909 4.621 3.077
H -3.272 2.312 2.329
H -4.781 3.194 2.762
H -4.836 2.034 4.686
O -0.670 -4.196 -0.032
H -0.713 -3.309 0.361
H -1.595 -4.472 -0.094
O -2.559 -0.639 3.113
H -2.772 -1.187 3.876
H -3.084 0.164 3.235
O -3.352 -3.709 0.813
H -4.216 -3.348 0.589
H -2.893 -2.987 1.267
*
```

Highest occupied orbital energy: -9.11 eV
E: -2428.244756 a.u.
Energy relative to the best compared isomer or geometry (same formula, charge and spin): 0.000 eV
Structure (SMILES): COC[C@H](C)N.COC[C@H](C)N.COC[C@H](C)N.COC[C@H](C)N.COC[C@H](C)N.COC[C@H](C)N.CCO.CCO.CCO.O.O.O
HOMO-LUMO gap: 9.32 eV


Record 3
ORCA calculation (ωB97M-V with the def2-TZVPD basis set) on a 15-piece molecular cluster, C30H90O30 overall.

ORCA input file:
```
! RIJCOSX wB97M-V def2-TZVPD def2/J DEFGRID3
* xyz 1 2
C -14.887 11.541 21.262
C -15.795 10.857 22.355
O -15.122 10.432 23.590
O -14.346 10.699 20.258
H -14.121 12.088 21.813
H -15.505 12.241 20.700
H -16.345 10.030 21.905
H -16.524 11.593 22.694
H -15.356 11.021 24.311
H -13.821 11.173 19.609
C -14.003 7.399 12.587
C -13.181 8.596 12.122
O -12.341 8.358 11.024
O -13.106 6.693 13.457
H -14.383 6.815 11.749
H -14.832 7.830 13.149
H -12.623 9.039 12.948
H -13.935 9.254 11.690
H -11.721 7.644 11.193
H -12.310 6.463 12.972
C -10.432 1.767 18.933
C -9.934 2.893 18.005
O -9.520 3.960 18.824
O -9.541 1.482 20.011
H -10.672 0.923 18.288
H -11.345 2.039 19.462
H -10.643 3.117 17.209
H -9.042 2.576 17.464
H -9.381 4.766 18.322
H -9.703 0.631 20.426
C -7.823 6.194 16.501
C -8.185 4.976 15.625
O -9.567 4.843 15.255
O -8.499 6.172 17.765
H -8.014 7.057 15.863
H -6.734 6.187 16.546
H -7.865 4.136 16.241
H -7.524 4.856 14.767
H -9.743 5.433 14.518
H -8.080 6.739 18.416
C -11.144 11.711 15.556
C -11.216 10.222 15.944
O -9.916 9.631 15.748
O -10.154 12.310 16.351
H -12.141 12.145 15.626
H -10.826 11.905 14.531
H -11.808 9.634 15.243
H -11.533 9.962 16.954
H -9.252 9.886 16.394
H -9.449 11.676 16.499
C -15.999 10.359 16.978
C -16.485 11.438 15.991
O -15.980 10.988 14.717
O -14.520 10.313 17.090
H -16.334 9.360 16.699
H -16.514 10.555 17.918
H -15.923 12.312 16.318
H -17.549 11.674 15.958
H -15.127 10.583 14.888
H -14.243 9.646 17.722
C -12.040 6.901 16.855
C -12.293 7.114 18.366
O -13.029 8.248 18.586
O -11.907 5.490 16.646
H -11.157 7.413 16.471
H -12.812 7.369 16.245
H -11.385 7.193 18.964
H -12.835 6.290 18.831
H -13.088 8.283 19.544
H -10.988 5.365 16.398
C -12.739 6.776 23.166
C -12.766 8.279 22.768
O -13.138 8.390 21.366
O -13.927 6.205 23.651
H -11.939 6.628 23.892
H -12.418 6.155 22.330
H -11.819 8.808 22.875
H -13.483 8.764 23.430
H -13.595 9.211 21.171
H -14.522 5.967 22.937
C -10.354 10.509 20.078
C -9.848 11.639 21.000
O -10.622 11.693 22.196
O -9.869 9.284 20.626
H -9.988 10.710 19.071
H -11.420 10.411 19.875
H -10.043 12.585 20.494
H -8.767 11.613 21.142
H -10.211 10.975 22.683
H -10.451 8.827 21.236
C -9.594 6.314 11.900
C -9.514 7.638 12.607
O -9.942 7.407 13.957
O -10.918 5.989 11.408
H -9.176 5.497 12.489
H -8.929 6.432 11.044
H -10.110 8.370 12.061
H -8.533 8.097 12.730
H -10.002 8.246 14.422
H -10.867 5.499 10.584
C -15.866 6.208 15.563
C -17.193 6.861 15.003
O -18.097 5.852 14.514
O -16.134 5.542 16.824
H -14.987 6.834 15.716
H -15.717 5.451 14.793
H -16.905 7.585 14.240
H -17.693 7.479 15.749
H -17.744 5.491 13.698
H -16.813 4.873 16.705
C -13.444 2.828 14.636
C -12.648 2.224 13.509
O -12.750 0.789 13.447
O -12.850 2.603 15.876
H -14.527 2.739 14.550
H -13.270 3.891 14.468
H -11.580 2.440 13.478
H -12.976 2.643 12.558
H -12.738 0.380 14.316
H -12.347 3.406 16.030
C -16.069 7.194 19.908
C -16.101 7.069 21.419
O -15.997 5.722 21.931
O -17.100 6.582 19.167
H -15.146 6.743 19.542
H -15.996 8.246 19.631
H -17.074 7.356 21.819
H -15.560 7.856 21.944
H -16.254 5.064 21.281
H -16.598 6.244 18.422
C -14.964 3.993 19.575
C -14.454 2.680 19.178
O -14.252 1.900 20.375
O -16.354 3.841 19.990
H -14.697 4.632 18.733
H -14.337 4.259 20.426
H -13.550 2.761 18.575
H -15.052 2.192 18.408
H -15.098 1.531 20.638
H -16.900 3.674 19.218
C -9.153 4.991 22.257
C -8.416 5.943 21.189
O -7.496 5.140 20.397
O -9.717 3.831 21.569
H -9.998 5.545 22.667
H -8.539 4.594 23.065
H -7.815 6.678 21.724
H -9.116 6.483 20.552
H -6.812 5.726 20.065
H -10.578 3.711 21.976
*
```

Highest occupied orbital energy (spin up / spin down): -11.37 / -11.37 eV
E: -3453.531523 a.u.
Energy relative to the best compared isomer or geometry (same formula, charge and spin): 1.868 eV
HOMO-LUMO gap (spin up / spin down): 8.99 / 3.46 eV


Q: Among the records above, which one has the lowest E?
A: C30H90O30